Record 1
13
Properties=species:S:1:pos:R:3 method="wB97M-V/def2-TZVPD" homo_energy_ev=-8.6 smiles="C=CC=S.O=C=NS" spin_multiplicity=1 e_lumo_ev=-0.99
C 1.660 -0.381 0.107
C 1.992 0.126 1.367
C -1.984 -0.974 0.406
C 0.813 0.205 -0.788
N -2.040 -0.036 -0.332
O -1.890 -1.846 1.180
S 1.555 1.685 1.796
S -2.654 1.273 -1.139
H 2.293 -1.196 -0.218
H 2.309 -0.447 2.173
H 0.172 1.008 -0.477
H 0.895 0.014 -1.834
H -3.121 0.569 -2.240

Record 2
115
Properties=species:S:1:pos:R:3 method="wB97M-V/def2-TZVPD" homo_energy_ev=-4.8 total_charge=-1 spin_multiplicity=1 e_lumo_ev=2.22
Mg -1.068 1.235 0.533
C 0.318 -3.364 2.175
Sb 0.615 -1.507 1.109
C -0.590 -0.103 2.204
C -1.832 -0.503 2.915
C -2.761 0.493 3.303
C -3.892 0.162 4.016
C -4.117 -1.171 4.350
C -3.176 -2.090 3.932
N -2.074 -1.782 3.246
Si 0.547 0.597 3.536
C -0.321 1.874 4.619
C 1.071 -0.778 4.726
C 2.118 1.384 2.919
C -0.337 -2.173 -0.899
C -0.773 -1.039 -1.802
C -1.111 -1.300 -3.141
C -1.363 -0.278 -4.030
C -1.272 1.034 -3.594
C -0.963 1.232 -2.269
N -0.741 0.239 -1.388
Si -1.608 -3.575 -0.791
C -0.844 -5.242 -0.363
C -2.552 -3.959 -2.387
C -2.999 -3.218 0.418
Si 1.297 -2.763 -1.751
C 1.042 -3.873 -3.264
C 2.206 -1.240 -2.348
C 2.414 -3.794 -0.640
H 0.519 -3.116 3.216
H 1.043 -4.100 1.828
H -0.696 -3.745 2.120
H -2.570 1.526 3.035
H -4.594 0.935 4.308
H -4.990 -1.483 4.908
H -3.307 -3.145 4.157
H -1.110 1.436 5.232
H -0.753 2.692 4.039
H 0.429 2.301 5.291
H 0.213 -1.368 5.060
H 1.559 -0.352 5.607
H 1.787 -1.459 4.256
H 1.935 2.286 2.332
H 2.699 0.706 2.293
H 2.732 1.651 3.785
H -1.151 -2.320 -3.481
H -1.616 -0.506 -5.059
H -1.451 1.877 -4.245
H -0.886 2.240 -1.875
H -0.177 -5.589 -1.154
H -1.665 -5.961 -0.294
H -0.298 -5.267 0.577
H -1.924 -4.311 -3.207
H -3.148 -3.118 -2.748
H -3.246 -4.768 -2.136
H -2.659 -2.744 1.338
H -3.488 -4.158 0.691
H -3.771 -2.597 -0.048
H 0.658 -3.330 -4.128
H 0.395 -4.731 -3.079
H 2.026 -4.263 -3.543
H 1.831 -0.931 -3.328
H 3.278 -1.431 -2.453
H 2.073 -0.390 -1.672
H 1.924 -4.700 -0.282
H 2.803 -3.245 0.217
H 3.268 -4.099 -1.252
N -3.167 0.394 0.262
C -3.746 0.975 -0.904
C -4.170 0.162 -1.945
C -4.660 0.715 -3.119
C -4.733 2.092 -3.243
C -4.318 2.900 -2.194
C -3.815 2.373 -1.006
C -3.343 3.287 0.078
C -4.158 4.379 0.393
C -3.737 5.327 1.311
C -2.484 5.199 1.889
C -1.683 4.110 1.566
C -2.078 3.099 0.678
H -3.220 -0.618 0.253
H -3.634 0.722 1.104
H -4.105 -0.915 -1.833
H -4.978 0.069 -3.928
H -5.101 2.540 -4.158
H -4.349 3.978 -2.300
H -5.129 4.484 -0.081
H -4.377 6.165 1.561
H -2.131 5.947 2.590
H -0.695 4.054 2.018
S 3.763 4.824 -0.046
P 3.396 2.946 -0.516
S 1.515 2.264 -0.521
C 4.105 2.574 -2.171
C 5.456 2.845 -2.386
C 6.042 2.571 -3.611
C 5.280 2.030 -4.641
C 3.935 1.766 -4.435
C 3.351 2.034 -3.202
C 4.406 1.818 0.523
C 5.138 2.297 1.600
C 5.845 1.418 2.412
C 5.829 0.057 2.148
C 5.110 -0.426 1.060
C 4.403 0.451 0.255
H 6.041 3.284 -1.586
H 7.093 2.783 -3.766
H 5.737 1.819 -5.601
H 3.336 1.345 -5.234
H 2.303 1.822 -3.024
H 5.132 3.363 1.796
H 6.402 1.799 3.260
H 6.373 -0.628 2.787
H 5.089 -1.489 0.849
H 3.822 0.074 -0.577

Record 3
11
Properties=species:S:1:pos:R:3 method="wB97M-V/def2-TZVPD" homo_energy_ev=-9.2 smiles="S=C(S)[C@@H]1CN1" spin_multiplicity=1 e_lumo_ev=-0.38
C 0.279 0.090 -0.226
C -1.117 0.359 0.237
C -1.597 -0.268 1.497
H 0.198 2.426 -0.421
H -1.504 1.306 -0.079
H -0.836 -0.860 2.056
H -2.347 0.237 2.019
H -1.524 -1.672 0.041
N -2.097 -0.794 0.222
S 1.226 1.550 -0.574
S 0.980 -1.360 -0.315

Record 4
91
Properties=species:S:1:pos:R:3 method="wB97M-V/def2-TZVPD" homo_energy_ev="-5.8 / -5.8" spin_multiplicity=1 e_lumo_ev="-0.53 / -0.53"
C 3.342 -1.806 -7.268
C 2.549 -1.413 -8.485
H 3.638 -2.861 -7.317
H 2.762 -1.638 -6.350
H 4.264 -1.211 -7.179
C 2.547 -2.042 -9.643
C 3.376 -3.235 -9.997
H 1.915 -1.674 -10.462
H 3.442 -3.960 -9.174
H 4.399 -2.963 -10.297
H 2.924 -3.736 -10.857
In 0.082 -0.234 -0.111
Cl 1.721 -0.439 -1.871
C -0.328 2.208 -1.884
O -1.005 1.431 -1.191
N -0.858 3.055 -2.778
C -2.240 2.881 -3.205
C -0.090 4.184 -3.300
H 0.776 2.206 -1.829
H -2.753 2.205 -2.522
H -2.268 2.458 -4.219
H -2.732 3.859 -3.220
H 0.883 4.175 -2.789
H -0.619 5.126 -3.082
H 0.062 4.083 -4.388
H -3.875 2.203 3.158
H -1.949 2.307 5.135
C -3.629 1.128 3.233
C -1.716 1.274 4.870
N -2.226 0.995 3.514
H -3.853 0.652 2.263
C -1.520 1.005 2.381
O -1.848 0.621 1.289
H -0.650 1.123 4.978
H -0.407 1.206 2.702
H -4.196 0.642 4.031
H -2.237 0.608 5.562
H 0.962 -4.621 -1.224
H -0.096 -3.096 -3.197
C -0.043 -4.667 -0.783
C -1.024 -3.448 -2.726
N -0.871 -3.576 -1.282
H 0.059 -4.542 0.302
C -1.318 -2.611 -0.483
O -1.552 -1.435 -0.864
H -1.836 -2.755 -2.945
H -1.450 -2.880 0.588
H -0.506 -5.627 -1.029
H -1.265 -4.440 -3.118
O 0.396 -0.565 -7.804
C 1.675 -0.171 -8.295
C 0.461 0.502 -10.441
C 1.551 0.644 -9.582
H -0.345 -0.188 -10.172
C 0.430 1.237 -11.633
H 2.171 0.454 -7.537
C 2.619 1.490 -9.910
H -0.432 1.128 -12.295
C 1.490 2.090 -11.958
C 2.590 2.216 -11.099
H 3.465 1.528 -9.217
H 1.461 2.663 -12.886
H 3.424 2.876 -11.346
Si -0.578 0.220 -6.705
Cl 1.109 -2.451 0.996
C -2.312 -0.349 -7.057
C -0.400 2.069 -6.932
C -0.038 -0.273 -4.994
H -2.532 -0.319 -8.135
H -3.040 0.293 -6.535
H -2.452 -1.385 -6.710
H -0.130 -1.361 -4.845
H -0.658 0.219 -4.229
H 1.006 -0.002 -4.782
H -0.520 2.362 -7.988
H 0.584 2.437 -6.599
H -1.174 2.597 -6.349
C 1.589 -1.094 4.038
C 0.325 -0.475 3.734
C -0.786 -1.332 4.188
C 1.261 1.406 4.128
O 0.204 0.035 2.459
H 1.739 -0.957 5.121
H 2.449 -0.691 3.517
H 1.509 -2.164 3.838
H -0.745 -1.374 5.271
H -1.824 -1.071 3.931
H -0.627 -2.311 3.759
H 2.102 1.289 3.446
H 0.720 2.340 3.884
H 1.532 1.298 5.185

no.,F_max (eV/A),molecular weight (g/mol)
1,4.8,147.22
2,0.4,978.42
3,1.8,119.21
4,6.9,712.54